{"formula": "C5H14N2", "method": "wB97M-V/def2-TZVPD", "smiles": "CCN[C@H](C)CN", "lumo_energy_ev": 1.09, "relative_energy_ev": 1.707, "energy_ev": -8390.912, "gap_ev": 9.793, "fmax_ev_per_a": 3.13, "symbols": ["C", "C", "N", "C", "C", "C", "N", "H", "H", "H", "H", "H", "H", "H", "H", "H", "H", "H", "H", "H", "H"], "positions_angstrom": [[2.55122, -0.10905, 1.91612], [1.35874, -0.60577, 1.02370], [0.90358, 0.56208, 0.25702], [-0.29971, 0.47764, -0.62086], [-1.32999, 1.58937, -0.32822], [-1.10553, -0.82261, -0.59696], [-1.96291, -1.06141, -1.74947], [3.42667, -0.58287, 1.50789], [2.54020, 0.96462, 2.00246], [2.28632, -0.47819, 2.89883], [0.51367, -1.03049, 1.58138], [1.67621, -1.49040, 0.44102], [1.68257, 0.78248, -0.35637], [0.05191, 0.72016, -1.66366], [-1.67303, 1.70465, 0.76377], [-2.28640, 1.46657, -0.85177], [-1.06309, 2.62656, -0.59596], [-1.46047, -0.87782, 0.45262], [-0.40836, -1.67687, -0.48514], [-2.16029, -0.20889, -2.27271], [-2.85594, -1.30044, -1.32783]]}



{"formula": "C10H22N3O8S", "method": "wB97M-V/def2-TZVPD", "charge": -1, "lumo_energy_ev": 1.74, "relative_energy_ev": 0.000, "energy_ev": -42406.808, "gap_ev": 6.494, "fmax_ev_per_a": 6.79, "symbols": ["C", "C", "C", "C", "C", "N", "C", "C", "O", "C", "N", "C", "O", "O", "S", "C", "O", "O", "H", "H", "H", "H", "H", "H", "H", "H", "H", "H", "H", "H", "H", "H", "H", "H", "H", "H", "H", "H", "H", "H", "N", "O", "O", "O"], "positions_angstrom": [[-0.12974, -4.02184, 0.10849], [-0.49240, -2.44974, 0.21017], [-1.99770, -2.25024, -0.30070], [-2.28658, -0.82420, -0.98528], [-1.83604, 0.42937, -0.10174], [-0.36147, 0.69740, -0.07562], [-0.12897, 1.78472, 0.92487], [1.41092, 2.06567, 1.27010], [1.41626, 3.14398, 2.26764], [2.16290, 0.82358, 1.98062], [2.16582, -0.43136, 1.18385], [0.17844, 1.01821, -1.39483], [0.66003, 0.06298, -2.06247], [0.16963, 2.34573, -1.93687], [1.65425, 2.79083, -2.58372], [1.70970, 2.59080, -4.44070], [1.84356, 4.25792, -2.24347], [2.83729, 2.05837, -2.02590], [-1.08048, -4.59923, -0.16612], [0.32779, -4.42044, 1.07064], [0.61253, -4.12329, -0.76743], [0.28391, -1.84617, -0.37468], [-0.43537, -2.13477, 1.32874], [-2.23434, -3.04679, -1.10517], [-2.68594, -2.48215, 0.58384], [-3.43821, -0.75331, -1.07787], [-1.90877, -0.75989, -2.07490], [-2.26444, 0.37536, 0.96812], [-2.34696, 1.35828, -0.57345], [-0.62247, 1.44014, 1.91237], [-0.71469, 2.73363, 0.61811], [1.99613, 2.41466, 0.35173], [0.57336, 3.12853, 2.76792], [3.26845, 1.14634, 2.09487], [1.79511, 0.64734, 3.06017], [2.06690, -0.26937, 0.17640], [1.49920, -1.12355, 1.54075], [0.75559, 2.07716, -4.79433], [2.59191, 1.93884, -4.78025], [1.85447, 3.64400, -4.86847], [-2.21789, -2.36093, 3.57978], [-2.61214, -1.25214, 3.15538], [-3.03495, -3.17574, 4.04579], [-1.00460, -2.64871, 3.53364]]}



{"formula": "C23H43F3IN4O12P3S", "method": "wB97M-V/def2-TZVPD", "lumo_energy_ev": -2.36, "energy_ev": -110031.031, "gap_ev": 6.651, "fmax_ev_per_a": 8.69, "symbols": ["C", "C", "C", "N", "C", "C", "C", "C", "C", "I", "C", "C", "N", "C", "C", "F", "F", "F", "C", "N", "S", "N", "C", "H", "H", "H", "H", "H", "H", "H", "H", "H", "H", "H", "H", "H", "H", "H", "H", "C", "O", "P", "O", "O", "C", "O", "C", "H", "H", "H", "H", "H", "H", "H", "H", "H", "C", "O", "P", "O", "O", "C", "O", "C", "H", "H", "H", "H", "H", "H", "H", "H", "H", "C", "O", "P", "O", "O", "C", "O", "C", "H", "H", "H", "H", "H", "H", "H", "H", "H"], "positions_angstrom": [[1.36064, -1.19807, -0.26222], [1.76511, -1.24563, -1.71587], [3.02190, -2.05268, -2.03161], [1.18752, -0.64698, -2.68574], [-0.22488, -0.62490, -2.69958], [-0.94888, -1.45601, -3.50176], [-0.24053, -2.44248, -4.40556], [0.09068, -3.83123, -3.76499], [-0.12142, -3.93039, -2.24735], [-0.91400, -5.48733, -4.72881], [-2.40760, -1.38149, -3.52781], [-3.13329, -2.30597, -4.48506], [-3.06826, -1.71435, -5.86314], [-3.13689, -0.50404, -2.76476], [-4.66197, -0.49911, -2.86546], [-5.03718, -0.28758, -4.13976], [-5.26945, 0.44447, -2.14207], [-5.18915, -1.67066, -2.45025], [-2.43221, 0.41132, -1.88632], [-2.84647, 1.36113, -1.07873], [-1.57291, 2.07934, -0.39569], [-0.43830, 1.20631, -1.11718], [-0.98100, 0.30373, -1.91441], [2.07288, -1.71866, 0.39802], [1.33863, -0.15289, 0.05908], [0.34647, -1.57767, -0.09680], [3.09184, -2.81939, -1.25146], [2.90526, -2.55245, -2.99103], [3.93266, -1.45348, -1.94927], [-0.79140, -2.62293, -5.32616], [0.70091, -1.96802, -4.69960], [1.15269, -4.00653, -3.94032], [-1.08591, -3.55561, -1.90316], [-0.10135, -4.99435, -1.98823], [0.72640, -3.49664, -1.71598], [-4.18579, -2.43303, -4.26523], [-2.68685, -3.29833, -4.55301], [-2.60871, -2.36632, -6.48883], [-2.47578, -0.89179, -5.83958], [5.66937, -1.08598, 4.71502], [5.96415, -2.37604, 4.16137], [4.76720, -3.09935, 3.23466], [3.79839, -3.16137, 4.40015], [5.61951, -4.46370, 3.07289], [6.02568, -5.16679, 4.24637], [3.57733, -3.61552, 2.16511], [3.08206, -4.93337, 2.35752], [6.61385, -0.59105, 4.93390], [5.10286, -0.47252, 4.01749], [5.10659, -1.20731, 5.63878], [5.35619, -4.96523, 5.08351], [7.04342, -4.88468, 4.51334], [6.00098, -6.23138, 4.01817], [2.94634, -5.15398, 3.41557], [3.75110, -5.66522, 1.90473], [2.11716, -4.98484, 1.85386], [0.88226, 4.26903, -2.30420], [2.16897, 4.87129, -2.07451], [2.96006, 4.40754, -0.70106], [1.98637, 4.82229, 0.35374], [4.13000, 5.49171, -0.97851], [3.81397, 6.87993, -0.90702], [3.95995, 3.40816, 0.12793], [4.76310, 3.99227, 1.14743], [0.65910, 4.33721, -3.36737], [0.88227, 3.22276, -2.00802], [0.11911, 4.81143, -1.74715], [2.96163, 7.06299, -0.25188], [3.59893, 7.26152, -1.90514], [4.68500, 7.39903, -0.50956], [4.20250, 4.72976, 1.72103], [5.65264, 4.44970, 0.71628], [5.07023, 3.18471, 1.81006], [-5.86631, 1.88923, 0.53455], [-6.58575, 2.16577, 1.75333], [-5.73937, 2.90025, 2.96366], [-4.65230, 1.90513, 3.21244], [-7.00237, 2.75749, 3.96810], [-7.40556, 1.45625, 4.38565], [-5.16843, 4.23196, 3.72703], [-5.05590, 4.17211, 5.14427], [-6.59171, 1.78899, -0.26970], [-5.18617, 2.70199, 0.29224], [-5.31297, 0.95735, 0.62307], [-6.57535, 0.74990, 4.35160], [-8.21733, 1.09980, 3.75136], [-7.76478, 1.53248, 5.41111], [-4.67513, 3.20518, 5.47202], [-6.01888, 4.37394, 5.61163], [-4.35337, 4.94990, 5.43878]]}



{"formula": "C8H14N2O6", "method": "wB97M-V/def2-TZVPD", "lumo_energy_ev": -2.33, "relative_energy_ev": 9.502, "energy_ev": -23780.580, "gap_ev": 7.428, "fmax_ev_per_a": 8.29, "symbols": ["C", "C", "C", "C", "C", "C", "C", "C", "H", "H", "H", "H", "H", "H", "H", "H", "H", "H", "H", "H", "H", "H", "N", "N", "O", "O", "O", "O", "O", "O"], "positions_angstrom": [[-1.77928, -0.28529, 0.17841], [-0.45339, 0.01831, 1.26968], [-3.01112, -0.02092, 0.97727], [-3.10231, 1.49364, 1.41032], [1.20505, -0.47879, -0.44767], [2.10645, -1.71954, -0.78893], [2.13964, 0.71423, -0.80162], [2.57449, 0.84697, -2.23749], [-1.44123, -2.49759, -0.00006], [-2.09249, -1.67284, -1.18461], [-1.77246, 0.50423, -0.60111], [-3.09191, -0.93507, 1.79051], [-3.88281, -0.21587, 0.33018], [-2.04274, 1.07414, 2.91087], [1.75440, 0.01581, 1.48659], [0.52924, -0.35886, -1.18825], [3.02313, 0.64150, -0.02146], [2.62135, 2.42341, 0.72043], [3.23919, -0.01335, -2.54610], [1.56273, 0.93897, -2.61283], [3.18683, 1.72584, -2.18694], [0.30775, -2.35530, -0.65734], [-1.40993, -1.57911, -0.55046], [0.89277, -0.31323, 0.89335], [-0.61791, 0.46927, 2.44962], [-3.55801, 2.49010, 0.64669], [-2.80314, 1.77580, 2.80910], [3.28709, -1.71715, -1.04859], [1.42671, 1.77921, -0.34089], [1.20192, -2.74853, -0.65867]]}



> Which formula does entry 3 have?

C23H43F3IN4O12P3S



> What is the formula in the fourth record?

C8H14N2O6